Model a:
The following is a DFT calculation (ωB97M-V/def2-TZVPD) of a gas-phase ion, C5H8NS (charge +1).

Each line ends with the Mulliken charge.
Positions of all 15 atoms, in Å:
C: 2.369 0.431 0.513  -0.180
N: 1.096 0.442 0.196  0.147
C: 0.086 -0.449 0.462  -0.520
C: -1.179 -0.134 0.061  0.611
C: -2.382 -0.926 0.264  -1.159
S: -1.207 1.498 -0.493  -0.076
C: 0.562 1.704 -0.343  -0.616
H: 2.977 1.239 0.116  0.311
H: 2.761 -0.520 0.955  0.250
H: 0.376 -1.428 0.957  0.301
H: -3.276 -0.301 -0.110  0.351
H: -2.765 -1.129 1.293  0.343
H: -2.463 -1.687 -0.531  0.334
H: 0.938 2.512 0.284  0.466
H: 0.987 2.021 -1.297  0.437

Results
Net charge: +1
2S+1: 1
Orbital gap (alpha / beta), eV: 7.52 / 7.52
LUMO level (alpha / beta), eV: -5.3 / -5.3
SMILES: C=[N+]1C=C(C)SC1

Model b:
The following is a DFT calculation (ωB97M-V/def2-TZVPD) of a gas-phase ion, C5H8NS (charge +1).

Each line ends with the Mulliken charge.
Positions of all 15 atoms, in Å:
C: 0.311 0.282 -0.049  0.273
C: -1.328 -1.507 -0.400  -0.303
C: -0.989 -0.409 0.309  0.462
C: -1.524 0.258 1.480  -1.245
C: 2.467 1.532 -0.533  -0.628
N: 1.257 0.923 -0.394  0.012
S: -0.369 -2.140 -1.732  -0.148
H: -1.346 -3.099 -2.097  0.205
H: -2.077 -2.209 -0.098  0.400
H: -1.693 1.308 1.110  0.348
H: -0.944 0.301 2.449  0.324
H: -2.436 -0.168 1.691  0.380
H: 3.089 0.710 -0.998  0.304
H: 2.882 1.843 0.422  0.316
H: 2.699 2.376 -1.162  0.302

Results
Net charge: +1
2S+1: 1
Orbital gap, eV: 8.50
LUMO level, eV: -4.7

Of them, model a has the highest stability.

Model a:
The following is a DFT calculation (ωB97M-V/def2-TZVPD) of a molecular structure, C24H29InN3OSSi.

Each line ends with the Mulliken charge.
Positions of all 60 atoms, in Å:
In: -1.092 0.985 0.090  1.418
C: -3.580 3.847 -0.231  -1.266
C: -2.241 4.182 0.393  0.526
C: -1.936 5.335 1.053  -0.661
C: -0.712 5.433 1.686  -0.484
C: 0.189 4.414 1.630  -0.482
C: -0.153 3.257 0.890  0.706
N: -1.362 3.194 0.289  -0.302
N: 0.568 2.085 0.766  -0.051
Si: 2.331 1.964 0.697  -0.156
C: 2.813 3.446 -0.335  -1.114
C: 3.231 1.970 2.312  -0.978
C: 2.748 0.396 -0.212  -0.878
H: -4.201 4.695 -0.534  0.441
H: -4.205 3.269 0.468  0.235
H: -3.458 3.203 -1.132  0.226
H: -2.726 6.085 1.077  0.428
H: -0.484 6.352 2.229  0.427
H: 1.187 4.482 2.079  0.321
H: 2.792 4.348 0.227  0.375
H: 2.157 3.545 -1.179  0.337
H: 3.863 3.345 -0.634  0.432
H: 2.941 2.822 2.905  0.323
H: 4.283 2.024 2.044  0.336
H: 3.031 1.079 2.869  0.329
H: 2.390 0.443 -1.240  0.094
H: 2.423 -0.509 0.258  0.358
H: 3.849 0.427 -0.305  0.425
C: -0.946 -2.052 -3.197  -1.179
S: -0.385 -1.939 -1.487  1.000
O: -0.201 -0.394 -1.349  -0.795
C: 1.274 -2.601 -1.601  0.164
C: 1.565 -3.694 -0.776  -0.210
C: 2.774 -4.391 -0.902  -0.755
C: 3.631 -3.990 -1.885  -0.303
C: 3.430 -2.846 -2.627  -0.826
C: 2.225 -2.155 -2.503  -0.291
H: -0.309 -1.375 -3.764  0.409
H: -1.983 -1.683 -3.176  0.372
H: -0.919 -3.076 -3.578  0.419
H: 0.840 -4.047 -0.069  0.500
H: 2.959 -5.305 -0.331  0.416
H: 4.547 -4.555 -2.053  0.370
H: 4.189 -2.473 -3.283  0.426
H: 2.043 -1.282 -3.101  0.264
C: -3.014 0.047 0.644  -1.489
C: -2.879 -1.383 1.009  0.634
C: -3.354 -2.335 0.143  -0.488
C: -3.128 -3.694 0.350  -0.596
C: -2.350 -4.102 1.426  0.303
C: -1.950 -3.145 2.358  -0.592
C: -2.222 -1.810 2.177  -0.413
C: -1.762 -5.407 1.521  -0.067
N: -1.101 -6.354 1.559  -0.486
H: -3.297 0.657 1.518  0.509
H: -3.794 0.237 -0.094  0.559
H: -3.855 -2.067 -0.788  0.391
H: -3.454 -4.417 -0.374  0.479
H: -1.384 -3.476 3.219  0.476
H: -1.836 -1.010 2.853  0.434

Results
Net charge: +1
2S+1: 1
Orbital gap, eV: 8.19
LUMO level, eV: -2.9

Model b:
The following is a DFT calculation (ωB97M-V/def2-TZVPD) of a molecular structure, C24H29InN3OSSi.

Each line ends with the Mulliken charge.
Positions of all 60 atoms, in Å:
In: 0.620 0.116 -0.991  1.470
C: -0.568 3.654 -0.014  -1.162
C: 0.347 2.886 0.898  0.897
C: 0.673 3.388 2.160  -0.797
C: 1.691 2.738 2.862  -0.583
C: 2.255 1.539 2.413  -0.642
C: 1.745 0.997 1.207  0.572
N: 0.835 1.742 0.479  -0.289
N: 1.969 -0.271 0.698  -0.087
Si: 2.960 -1.574 1.323  -0.117
C: 4.714 -1.177 1.014  -1.000
C: 2.484 -1.865 3.042  -0.754
C: 2.595 -3.034 0.195  -1.113
H: -0.056 4.052 -0.874  0.270
H: -0.856 4.594 0.521  0.379
H: -1.510 3.117 -0.297  0.230
H: 0.403 4.355 2.583  0.346
H: 2.179 3.190 3.721  0.401
H: 3.027 0.964 2.982  0.410
H: 5.195 -0.762 1.877  0.347
H: 4.954 -0.504 0.125  0.285
H: 5.246 -2.104 0.727  0.356
H: 2.600 -1.047 3.799  0.351
H: 3.140 -2.705 3.364  0.331
H: 1.391 -2.125 2.973  0.156
H: 3.021 -2.786 -0.767  0.320
H: 1.551 -3.168 -0.043  0.293
H: 3.018 -3.988 0.527  0.373
C: -3.877 -0.974 -0.294  -1.214
S: -2.416 -0.617 0.729  0.372
O: -1.221 -0.741 -0.210  -0.428
C: -2.569 -2.138 1.691  0.403
C: -2.716 -3.366 1.154  -0.126
C: -3.026 -4.482 1.968  -0.676
C: -3.106 -4.363 3.326  -0.489
C: -2.822 -3.090 3.916  -0.701
C: -2.617 -1.991 3.066  -0.218
H: -3.814 -1.872 -0.899  0.337
H: -4.010 -0.112 -0.934  0.389
H: -4.574 -1.000 0.505  0.553
H: -2.788 -3.510 0.031  0.171
H: -3.065 -5.411 1.469  0.431
H: -3.197 -5.242 3.939  0.393
H: -2.836 -2.957 4.941  0.513
H: -2.419 -0.993 3.471  0.368
C: 0.272 -0.239 -3.090  -1.629
C: -0.095 1.100 -3.779  0.815
C: -1.361 1.417 -4.126  -0.449
C: -1.654 2.642 -4.745  -0.687
C: -0.660 3.580 -4.909  0.473
C: 0.642 3.314 -4.333  -1.025
C: 0.902 2.070 -3.863  -0.449
C: -0.773 4.877 -5.464  -0.015
N: -0.805 5.892 -6.014  -0.460
H: 1.199 -0.585 -3.580  0.514
H: -0.588 -0.893 -3.233  0.545
H: -2.160 0.720 -4.112  0.482
H: -2.654 2.881 -5.097  0.451
H: 1.351 4.138 -4.492  0.444
H: 1.828 1.721 -3.536  0.672

Results
Net charge: +1
2S+1: 1
Orbital gap, eV: 8.23
LUMO level, eV: -2.7

Of them, model a has the highest stability.

Model a:
The following is a DFT calculation (ωB97M-V/def2-TZVPD) of 2 unconnected molecules or ions with the total composition C4H10O2.

Each line ends with the Mulliken spin population.
Positions of all 16 atoms, in Å:
C: -1.942 0.066 -0.952  0.005
O: -0.581 0.315 -1.330  0.061
C: -2.473 -0.257 0.419  -0.002
H: -2.295 1.120 -1.226  0.017
H: -2.050 -0.664 -1.782  0.002
H: 0.011 0.303 -0.533  -0.004
H: -3.514 -0.550 0.476  -0.001
H: -1.747 -0.913 0.845  0.004
H: -2.626 0.763 1.086  0.001
C: 2.223 -0.742 0.878  0.411
C: 2.634 0.495 0.670  0.231
O: 2.661 1.137 -0.512  0.234
H: 1.924 -1.336 1.744  0.016
H: 1.975 -1.520 0.184  0.027
H: 3.316 1.121 1.370  0.006
H: 2.484 0.663 -1.337  -0.009

Results
Net charge: +1
2S+1: 2
Orbital gap (alpha / beta), eV: 8.58 / 3.87
LUMO level (alpha / beta), eV: -5.0 / -9.3
<S²>: 0.758

Model b:
The following is a DFT calculation (ωB97M-V/def2-TZVPD) of 2 unconnected molecules or ions with the total composition C4H10O2.

Each line ends with the Mulliken spin population.
Positions of all 16 atoms, in Å:
C: -1.498 -0.741 -2.160  0.023
C: -0.125 1.429 0.837  0.017
O: 0.762 0.545 1.533  0.049
C: -1.147 0.654 -0.021  0.388
C: -0.802 -0.456 -0.854  0.339
H: -2.223 0.092 -2.443  0.004
H: -0.663 -0.767 -2.908  0.017
H: -1.970 -1.686 -2.140  0.050
H: -0.596 2.250 1.410  0.026
H: 0.454 2.073 0.183  0.047
H: 0.272 -0.117 2.007  -0.002
H: -2.137 1.092 -0.174  0.023
H: 0.266 -0.886 -0.552  0.020
H: 2.832 -0.450 1.602  0.000
H: 3.328 -1.880 1.549  0.000
O: 3.247 -1.153 2.131  0.000

Results
Net charge: +1
2S+1: 2
Orbital gap (alpha / beta), eV: 8.54 / 5.36
LUMO level (alpha / beta), eV: -5.6 / -8.8
<S²>: 0.753

Of them, model b has the highest stability.

Model a:
The following is a DFT calculation (ωB97M-V/def2-TZVPD) of C6H6ClN in the gas phase.

Each line ends with the Mulliken charge.
Positions of all 14 atoms, in Å:
C: -1.835 -0.088 0.476  -1.306
C: -1.036 1.176 0.413  -0.249
C: 0.196 1.301 -0.075  0.401
Cl: 0.939 2.890 -0.146  -0.219
C: 1.076 0.256 -0.617  -0.210
C: 1.238 -0.944 -0.047  -0.370
C: 2.078 -1.964 -0.632  0.147
N: 2.754 -2.781 -1.096  -0.393
H: -1.895 -0.465 1.525  0.270
H: -2.869 0.130 0.204  0.378
H: -1.448 -0.869 -0.168  0.408
H: -1.534 2.067 0.781  0.373
H: 1.607 0.504 -1.506  0.366
H: 0.728 -1.212 0.888  0.403

Results
Net charge: 0
2S+1: 1
Orbital gap, eV: 9.33
LUMO level, eV: -0.2
SMILES: C/C=C(Cl)\C=C\C#N

Model b:
The following is a DFT calculation (ωB97M-V/def2-TZVPD) of C6H6ClN in the gas phase.

Each line ends with the Mulliken charge.
Positions of all 14 atoms, in Å:
C: -2.097 -0.241 0.030  -1.331
C: -0.598 -0.104 -0.060  0.759
C: 0.072 1.077 -0.053  -0.239
C: 1.448 1.072 -0.033  -0.269
C: 2.094 -0.131 -0.026  0.232
Cl: 3.827 -0.202 -0.003  -0.185
N: 1.487 -1.290 -0.020  -0.534
C: 0.136 -1.283 -0.042  -0.283
H: -2.425 -1.266 0.033  0.344
H: -2.511 0.259 0.919  0.305
H: -2.474 0.248 -0.846  0.326
H: -0.488 2.063 -0.034  0.318
H: 1.950 2.058 0.129  0.310
H: -0.420 -2.259 0.006  0.245

Results
Net charge: 0
2S+1: 1
Orbital gap, eV: 10.17
LUMO level, eV: 0.8
SMILES: Cc1ccc(Cl)nc1

Of them, model b has the highest stability.

Model a:
The following is a DFT calculation (ωB97M-V/def2-TZVPD) of 2 unconnected molecules or ions with the total composition C3H7NOS.

Each line ends with the Mulliken spin population.
Positions of all 13 atoms, in Å:
C: -0.656 -0.684 0.567  -0.009
C: -1.311 0.126 -0.566  0.024
C: 0.112 -0.176 -0.563  0.001
N: 0.651 1.947 0.860  0.631
O: 2.695 -1.395 -0.214  1.007
S: 1.198 1.266 -0.535  0.365
H: -0.403 -0.021 1.330  0.008
H: -0.894 -1.627 0.843  -0.001
H: -2.017 -0.418 -1.189  -0.003
H: -1.736 1.137 -0.362  0.006
H: 0.667 -0.888 -1.096  0.004
H: 1.014 2.878 0.940  -0.018
H: 2.346 -2.231 -0.275  -0.016

Results
Net charge: 0
2S+1: 3
Orbital gap (alpha / beta), eV: 8.61 / 7.53
LUMO level (alpha / beta), eV: 0.8 / -2.3
<S²>: 2.009

Model b:
The following is a DFT calculation (ωB97M-V/def2-TZVPD) of 2 unconnected molecules or ions with the total composition C3H7NOS.

Each line ends with the Mulliken spin population.
Positions of all 13 atoms, in Å:
C: 0.345 -0.793 2.006  0.027
C: 1.594 -0.237 1.228  -0.010
C: 0.291 0.428 1.519  0.016
N: -1.283 -0.526 -1.070  0.084
O: -1.191 1.400 -2.940  0.338
S: -0.409 0.852 -1.468  1.491
H: -0.966 -1.346 -1.436  0.012
H: 0.054 -1.480 2.670  0.001
H: 2.352 0.028 1.950  0.000
H: 1.825 -0.536 0.167  0.010
H: -0.149 1.336 1.425  0.017
H: -1.908 -0.668 -0.348  0.009
H: -0.555 1.543 -3.703  0.005

Results
Net charge: 0
2S+1: 3
Orbital gap (alpha / beta), eV: 5.87 / 7.25
LUMO level (alpha / beta), eV: 0.8 / -2.0
<S²>: 2.008

Model c:
The following is a DFT calculation (ωB97M-V/def2-TZVPD) of 2 unconnected molecules or ions with the total composition C3H7NOS.

Each line ends with the Mulliken spin population.
Positions of all 13 atoms, in Å:
C: 0.548 -1.942 1.824  1.022
C: 0.737 -1.414 0.365  -0.011
C: -0.193 -0.962 1.393  0.802
N: -1.175 1.916 -0.678  0.001
O: 0.178 0.550 -2.366  0.000
S: 0.355 1.639 -1.472  0.006
H: -1.710 0.950 -0.474  0.004
H: 1.129 -2.513 2.551  0.008
H: 1.481 -0.767 -0.046  0.069
H: 0.323 -2.115 -0.444  0.119
H: -1.105 -0.329 1.422  -0.020
H: -0.872 2.191 0.275  -0.003
H: 0.302 2.796 -2.350  0.000

Results
Net charge: 0
2S+1: 3
Orbital gap (alpha / beta), eV: 6.46 / 7.10
LUMO level (alpha / beta), eV: 0.7 / -2.1
<S²>: 2.007

Of them, model a has the highest stability.

Model a:
The following is a DFT calculation (ωB97M-V/def2-TZVPD) of C9H12N2 in the gas phase.

Each line ends with the Mulliken charge.
Positions of all 23 atoms, in Å:
C: 1.142 -0.554 -2.355  -1.455
C: 0.161 0.378 -1.844  0.974
C: -0.334 1.555 -2.362  -0.881
C: -1.172 2.153 -1.429  -0.231
N: -1.141 1.356 -0.339  -1.026
N: -0.356 0.286 -0.607  0.889
C: -0.123 -0.755 0.334  0.456
C: -1.300 -1.602 0.816  -1.500
C: 0.603 0.001 1.771  0.011
C: 0.992 0.979 2.509  -0.286
C: 0.631 -0.291 3.232  -0.837
H: 1.066 -0.520 -3.444  0.377
H: 2.174 -0.301 -2.070  0.257
H: 1.015 -1.563 -2.024  0.403
H: -0.103 1.857 -3.305  0.490
H: -1.817 3.118 -1.457  0.353
H: 0.793 -1.326 -0.147  0.098
H: -2.156 -1.024 0.739  0.403
H: -1.414 -2.503 0.263  0.339
H: -1.160 -1.861 1.896  0.341
H: 1.402 1.980 2.575  0.363
H: 1.408 -0.984 3.592  0.192
H: -0.312 -0.377 3.654  0.269

Results
Net charge: 0
2S+1: 1
Orbital gap, eV: 9.70
LUMO level, eV: 0.9
SMILES: Cc1ccnn1[C@H](C)C1=CC1

Model b:
The following is a DFT calculation (ωB97M-V/def2-TZVPD) of C9H12N2 in the gas phase.

Each line ends with the Mulliken charge.
Positions of all 23 atoms, in Å:
C: 4.038 -0.638 -0.300  -0.367
C: 2.935 -0.766 -1.058  -0.331
C: 4.282 1.274 1.326  -0.245
C: -1.960 0.027 0.282  -0.562
C: -0.855 -0.469 1.211  -0.824
C: -1.498 1.234 -0.555  -0.602
C: 0.335 -0.920 0.374  -0.420
C: 0.022 1.445 -0.540  -0.800
C: 0.845 0.198 -0.493  0.669
N: 4.187 0.379 0.580  0.036
N: 1.950 0.178 -1.100  -0.609
H: 4.852 -1.346 -0.341  0.410
H: 2.868 -1.586 -1.764  0.374
H: -2.238 -0.796 -0.381  0.320
H: -2.848 0.290 0.860  0.313
H: -0.545 0.323 1.895  0.304
H: -1.223 -1.303 1.810  0.356
H: -1.837 1.105 -1.584  0.281
H: -1.960 2.147 -0.176  0.299
H: 1.149 -1.298 1.001  0.362
H: 0.026 -1.743 -0.281  0.297
H: 0.331 2.055 -1.389  0.421
H: 0.298 1.996 0.366  0.317

Results
Net charge: 0
2S+1: 1
Orbital gap, eV: 9.37
LUMO level, eV: 0.8

Of them, model b has the highest stability.